(1)
Computed, not measured: the molecule C17H15BrN2O at a distorted geometry, with ωB97M-V/def2-TZVPD.

Calculated values
Multiplicity   1
E   -3415.5844 hartree
SMILES   O=C(N/N=C1\CCCc2ccccc21)c1cccc(Br)c1
E_LUMO   0.268 eV
HOMO   -8.495 eV
ΔE to the lowest compared entry with this formula, charge and spin   0.000 eV

CARTESIAN COORDINATES (ANGSTROEM)
O (-0.906, -1.431, 1.174)
C (-0.031, -1.855, 0.442)
N (0.922, -1.076, -0.144)
N (1.130, 0.264, 0.059)
C (0.187, 1.122, -0.054)
C (0.537, 2.510, 0.254)
C (1.861, 2.850, 0.543)
C (2.205, 4.147, 0.856)
C (1.229, 5.131, 0.892)
C (-0.085, 4.805, 0.607)
C (-0.447, 3.505, 0.286)
C (-1.874, 3.163, -0.026)
C (-1.920, 2.042, -1.056)
C (-1.213, 0.816, -0.494)
H (-1.767, 0.423, 0.366)
H (-1.180, 0.013, -1.237)
H (-1.422, 2.370, -1.972)
H (-2.953, 1.791, -1.303)
H (-2.374, 2.833, 0.890)
H (-2.399, 4.048, -0.391)
H (-0.846, 5.572, 0.632)
H (1.491, 6.149, 1.138)
H (3.233, 4.397, 1.075)
H (2.604, 2.070, 0.514)
H (1.777, -1.528, -0.443)
C (0.103, -3.310, 0.126)
C (0.645, -3.767, -1.071)
C (0.706, -5.129, -1.302)
C (0.242, -6.046, -0.374)
C (-0.309, -5.582, 0.808)
C (-0.384, -4.224, 1.055)
H (-0.820, -3.845, 1.967)
H (-0.682, -6.287, 1.535)
H (0.304, -7.104, -0.579)
Br (1.446, -5.757, -2.946)
H (0.992, -3.080, -1.829)

Atom charges from the natural (NBO) analysis, given in e for atoms 1 to 2: number 1, O, carries -0.61; number 2, C, carries 0.62

=====

(2)
Computed, not measured: a structure of composition C19H25N2W at a distorted geometry, with ωB97M-V/def2-TZVPD.

Calculated values
Multiplicity   3
E   -915.2737 hartree
E_LUMO (alpha / beta)   -2.612 / -3.406 eV
<S²>   2.010
HOMO (alpha / beta)   -9.231 / -10.141 eV
Charge   +1

CARTESIAN COORDINATES (ANGSTROEM)
C (-0.257, 0.511, -3.179)
C (0.360, 1.777, -2.750)
C (0.581, -0.572, -3.716)
C (-1.674, 0.234, -2.870)
H (0.270, -0.903, -4.720)
H (0.517, -1.449, -3.048)
H (1.636, -0.273, -3.751)
H (0.126, 2.624, -3.420)
H (1.455, 1.673, -2.698)
H (0.019, 2.048, -1.736)
H (-2.388, 0.696, -3.575)
H (-1.932, 0.589, -1.858)
H (-1.837, -0.853, -2.888)
C (2.726, -1.509, 1.417)
C (2.787, -1.805, -0.002)
C (2.707, -0.585, -0.723)
H (3.021, -2.776, -0.433)
C (2.530, 0.464, 0.212)
C (2.540, -0.092, 1.545)
H (2.504, 0.444, 2.489)
H (2.908, -2.191, 2.241)
H (2.803, -0.474, -1.804)
H (2.527, 1.522, -0.031)
C (-1.053, -2.361, 1.585)
C (0.156, -3.136, 1.618)
C (0.572, -3.353, 0.258)
H (0.604, -3.552, 2.515)
C (-0.332, -2.680, -0.615)
C (-1.349, -2.086, 0.194)
H (-2.267, -1.659, -0.196)
H (-1.671, -2.103, 2.446)
H (1.409, -3.965, -0.066)
H (-0.353, -2.731, -1.703)
W (0.594, -1.158, 0.855)
N (-2.541, 3.706, 3.290)
C (-1.906, 2.810, 2.501)
C (-0.538, 2.934, 2.185)
C (0.117, 1.886, 1.574)
N (-0.494, 0.698, 1.252)
C (-1.866, 0.687, 1.372)
C (-2.580, 1.678, 2.007)
H (-2.066, 4.509, 3.671)
H (-3.511, 3.588, 3.543)
H (0.016, 3.826, 2.463)
H (1.184, 1.993, 1.386)
H (-2.411, -0.178, 0.997)
H (-3.646, 1.545, 2.166)

Atom charges from the natural (NBO) analysis, given in e for atoms 1 to 2: number 1, C, carries 0.10; number 2, C, carries -0.66

=====

(3)
Computed, not measured: the molecule C4H6S at a distorted geometry, with ωB97M-V/def2-TZVPD.

Calculated values
Multiplicity   1
E   -554.1189 hartree
SMILES   C=C1CCS1
E_LUMO   0.843 eV
HOMO   -8.241 eV
ΔE to the lowest compared entry with this formula, charge and spin   1.449 eV

CARTESIAN COORDINATES (ANGSTROEM)
C (0.219, -0.691, -0.057)
C (0.449, -1.644, -0.919)
C (-0.192, 0.693, -0.466)
C (-0.266, 1.076, 1.211)
S (0.119, -0.687, 1.679)
H (0.707, -2.693, -0.787)
H (0.441, -1.483, -2.028)
H (0.426, 1.317, -0.962)
H (-1.121, 0.838, -0.961)
H (0.439, 1.853, 1.693)
H (-1.221, 1.422, 1.596)

Atom charges from the natural (NBO) analysis, given in e for atoms 1 to 2: number 1, C, carries -0.16; number 2, C, carries -0.43

=====

(4)
Computed, not measured: the molecule C4H5NO at a distorted geometry, with ωB97M-V/def2-TZVPD.

Calculated values
Multiplicity   1
E   -285.2912 hartree
SMILES   C[C@]1(C=O)C=N1
E_LUMO   0.400 eV
HOMO   -9.646 eV
ΔE to the lowest compared entry with this formula, charge and spin   3.357 eV

CARTESIAN COORDINATES (ANGSTROEM)
C (0.453, -1.393, -0.705)
C (0.138, -0.155, 0.064)
C (1.172, 0.928, 0.151)
C (-1.243, 0.225, 0.325)
N (0.236, -1.786, 0.443)
O (2.359, 0.859, -0.127)
H (0.791, -1.702, -1.618)
H (0.791, 1.947, 0.313)
H (-1.390, 0.824, 1.346)
H (-1.789, -0.730, 0.160)
H (-1.517, 0.983, -0.353)

Atom charges from the natural (NBO) analysis, given in e for atoms 1 to 2: number 1, C, carries 0.09; number 2, C, carries -0.12

=====

(5)
Computed, not measured: the molecule C17H22N4O2S2 at a distorted geometry, with ωB97M-V/def2-TZVPD.

Calculated values
Multiplicity   1
E   -1826.8730 hartree
SMILES   CN(CCc1ccccn1)C(=S)Nc1cccc(S(=O)(=O)N(C)C)c1
E_LUMO   0.484 eV
HOMO   -8.015 eV
ΔE to the lowest compared entry with this formula, charge and spin   1.112 eV

CARTESIAN COORDINATES (ANGSTROEM)
C (4.992, -0.431, 0.332)
N (3.814, -0.365, -0.506)
C (2.720, -1.053, -0.108)
S (2.801, -2.119, 1.152)
N (1.555, -0.835, -0.806)
C (0.314, -1.418, -0.566)
C (-0.816, -0.616, -0.711)
C (-2.067, -1.139, -0.478)
C (-2.247, -2.463, -0.128)
C (-1.126, -3.273, -0.024)
C (0.143, -2.764, -0.238)
H (1.003, -3.406, -0.148)
H (-1.239, -4.316, 0.229)
H (-3.244, -2.836, 0.039)
S (-3.431, 0.008, -0.586)
O (-4.681, -0.699, -0.581)
O (-3.179, 0.931, -1.655)
N (-3.231, 0.879, 0.863)
C (-4.004, 2.104, 0.843)
H (-3.665, 2.757, 1.648)
H (-5.077, 1.914, 0.957)
H (-3.830, 2.582, -0.118)
C (-3.510, 0.040, 2.008)
H (-3.354, 0.615, 2.920)
H (-4.538, -0.338, 1.989)
H (-2.820, -0.801, 1.994)
H (-0.743, 0.419, -1.003)
H (1.470, 0.076, -1.239)
C (3.817, 0.648, -1.534)
H (3.072, 0.411, -2.298)
H (4.796, 0.620, -2.022)
C (3.587, 2.071, -0.977)
C (2.298, 2.151, -0.211)
N (2.333, 1.660, 1.023)
C (1.218, 1.628, 1.729)
C (0.001, 2.092, 1.252)
C (-0.037, 2.630, -0.025)
C (1.129, 2.658, -0.774)
H (1.135, 3.062, -1.776)
H (-0.964, 3.004, -0.436)
H (-0.892, 2.027, 1.850)
H (1.312, 1.204, 2.720)
H (4.407, 2.313, -0.301)
H (3.586, 2.777, -1.808)
H (5.220, -1.474, 0.554)
H (5.832, 0.020, -0.189)
H (4.819, 0.089, 1.277)

Atom charges from the natural (NBO) analysis, given in e for atoms 1 to 2: number 1, C, carries -0.42; number 2, N, carries -0.42

=====

(6)
Computed, not measured: a structure of composition C3H11HfN2 at a distorted geometry, with ωB97M-V/def2-TZVPD.

Calculated values
Multiplicity   1
E   -278.0608 hartree
E_LUMO   -4.112 eV
HOMO   -11.006 eV
Charge   +1
ΔE to the lowest compared entry with this formula, charge and spin   0.000 eV

CARTESIAN COORDINATES (ANGSTROEM)
C (-1.180, -0.823, -1.535)
Hf (-0.090, 0.327, 0.064)
N (1.534, 0.942, -1.442)
H (-0.059, -1.133, 0.953)
H (-1.646, 0.809, -0.686)
H (-2.150, -1.241, -1.239)
H (-0.461, -1.662, -1.583)
H (-1.282, -0.378, -2.535)
H (2.471, 0.622, -1.166)
H (1.603, 1.961, -1.561)
H (1.366, 0.555, -2.375)
C (3.014, 1.938, 3.257)
C (2.059, 1.480, 2.298)
N (1.233, 1.100, 1.566)
H (2.536, 2.684, 3.915)
H (3.866, 2.405, 2.738)
H (3.371, 1.085, 3.859)

Atom charges from the natural (NBO) analysis, given in e for atoms 1 to 2: number 1, C, carries -1.21; number 2, Hf, carries 1.84

=====

(7)
Computed, not measured: a structure of composition C12H23NOS at a distorted geometry, with ωB97M-V/def2-TZVPD.

Calculated values
Multiplicity   1
E   -998.8604 hartree
E_LUMO   0.341 eV
HOMO   -8.869 eV

CARTESIAN COORDINATES (ANGSTROEM)
C (-1.987, 1.397, 1.039)
C (-3.343, 0.663, 0.868)
C (-3.933, -0.336, -0.241)
C (-2.940, -1.553, -0.787)
C (-1.406, -0.845, -1.153)
C (-0.152, -1.968, -0.919)
C (0.352, -2.057, 0.586)
C (1.950, -0.111, 0.036)
C (3.381, -0.645, -0.252)
C (4.074, 0.644, -0.728)
C (3.498, 1.796, 0.067)
C (2.060, 1.269, 0.774)
H (-2.662, 2.219, -1.311)
H (-1.802, 1.869, 2.048)
H (-1.151, 0.798, 0.974)
H (-3.520, 0.128, 1.860)
H (-4.223, 1.421, 0.979)
H (-4.938, -0.793, 0.312)
H (-4.484, 0.507, -1.202)
H (-3.451, -2.311, -1.628)
H (-2.949, -2.338, 0.209)
H (-1.102, -0.580, -2.397)
H (-1.118, 0.182, -0.247)
H (-0.416, -2.935, -1.448)
H (0.781, -1.580, -1.271)
H (1.177, -0.605, 2.046)
H (1.322, -0.099, -0.954)
H (3.653, -1.604, -0.800)
H (3.782, -0.782, 0.754)
H (5.073, 0.360, -0.655)
H (3.964, 0.793, -1.846)
H (3.474, 2.844, -0.610)
H (4.218, 2.030, 1.005)
H (1.146, 1.881, 0.814)
H (2.074, 1.163, 1.776)
N (1.169, -0.869, 0.903)
O (0.068, -2.822, 1.567)
S (-1.642, 2.867, -0.167)

Atom charges from the natural (NBO) analysis, given in e for atoms 1 to 2: number 1, C, carries -0.46; number 2, C, carries -0.47

=====

(8)
Computed, not measured: a cluster of 2 separate species, C14H28BrClNO2 in total, with ωB97M-V/def2-TZVPD.

Calculated values
Multiplicity   2
E   -3789.6177 hartree
E_LUMO (alpha / beta)   0.572 / 0.560 eV
<S²>   0.754
HOMO (alpha / beta)   -8.088 / -9.564 eV

CARTESIAN COORDINATES (ANGSTROEM)
C (2.723, 2.334, 1.553)
C (2.816, 1.523, 0.275)
Cl (4.488, 1.687, -0.394)
C (1.855, 1.881, -0.868)
C (0.382, 1.428, -0.744)
Br (-0.277, 1.624, -2.629)
C (-0.461, 2.388, 0.107)
C (-1.658, 1.744, 0.814)
C (-2.352, 2.741, 1.745)
C (-2.669, 1.179, -0.182)
N (-1.038, 0.665, 1.646)
O (-0.508, 1.072, 2.733)
C (-0.402, -0.508, 0.974)
C (-1.465, -1.597, 0.748)
C (0.652, -1.088, 1.907)
C (0.227, -0.077, -0.396)
H (3.614, 2.190, 2.164)
H (2.638, 3.400, 1.325)
H (1.859, 2.023, 2.141)
H (2.739, 0.462, 0.504)
H (1.871, 2.969, -1.004)
H (2.261, 1.445, -1.781)
H (-0.799, 3.223, -0.510)
H (0.172, 2.800, 0.891)
H (-1.775, 3.662, 1.844)
H (-2.454, 2.317, 2.742)
H (-3.341, 2.999, 1.364)
H (-3.483, 0.682, 0.351)
H (-2.245, 0.486, -0.904)
H (-3.086, 2.011, -0.754)
H (-2.064, -1.442, -0.149)
H (-2.142, -1.647, 1.603)
H (-0.965, -2.561, 0.641)
H (1.089, -1.964, 1.423)
H (1.437, -0.372, 2.139)
H (0.200, -1.390, 2.851)
H (1.211, -0.547, -0.474)
H (-0.367, -0.540, -1.182)
C (-0.236, -4.561, -3.221)
C (0.396, -3.546, -2.290)
O (0.276, -3.913, -0.918)
H (-1.288, -4.700, -2.975)
H (-0.161, -4.230, -4.258)
H (0.267, -5.527, -3.142)
H (-0.112, -2.585, -2.372)
H (1.447, -3.384, -2.552)
H (0.726, -4.753, -0.785)

Atom charges from the natural (NBO) analysis, given in e for atoms 1 to 2: number 1, C, carries -0.64; number 2, C, carries -0.16